Density functional theory data (ωB97M-V/def2-TZVPD) for the molecule C2H9N2O2P in a non-equilibrium geometry.

```
16
Properties=species:S:1:pos:R:3:mulliken_charge:R:1
C 1.589 -0.868 0.823 -1.0918
C 1.081 -0.401 -0.558 -0.4260
N -0.153 0.391 -0.394 0.1967
N 0.189 1.787 0.030 -0.6667
P -1.362 -0.472 0.519 0.2057
O -2.451 0.787 0.498 -0.5468
O -1.742 -1.362 -0.815 -0.4575
H 1.847 -0.071 1.465 0.3267
H 0.972 -1.605 1.361 0.3350
H 2.575 -1.265 0.729 0.3965
H 1.797 0.210 -1.114 0.3271
H 0.829 -1.216 -1.255 0.2328
H -0.608 2.179 0.529 0.2660
H 0.254 2.460 -0.711 0.2347
H -2.275 1.234 -0.334 0.3592
H -2.540 -1.790 -0.772 0.3084
```

Properties
gap between HOMO and LUMO = 9.1 eV
SMILES = CCN(N)P(O)O
electronic energy = -682.933511 a.u.
HOMO = -8.25 eV
strongest force on any atom = 3.61 eV/A



Density functional theory data (ωB97M-V/def2-TZVPD) for the molecule C8H5FN2 in a non-equilibrium geometry.

```
16
Properties=species:S:1:pos:R:3:mulliken_charge:R:1
F -2.665 1.150 1.277 -0.2695
C -1.754 0.253 0.607 0.3525
C -2.297 -1.107 0.120 -0.4412
C -1.361 -2.112 -0.660 -0.3340
C 0.108 -1.684 -0.870 -0.4294
C 0.696 -0.307 -0.348 0.4159
N 2.094 -0.067 -0.595 -0.5274
C 2.489 1.199 -0.070 -0.1223
C 1.528 2.203 0.629 -0.1287
N 0.141 1.980 0.874 -0.4882
C -0.243 0.683 0.384 0.3390
H -3.390 -1.354 0.321 0.3413
H -1.713 -3.131 -1.030 0.3323
H 0.804 -2.413 -1.433 0.3060
H 3.590 1.500 -0.185 0.3228
H 1.971 3.207 0.977 0.3309
```

Properties
gap between HOMO and LUMO = 7.7 eV
SMILES = Fc1cccc2nccnc12
electronic energy = -517.036586 a.u.
HOMO = -8.81 eV
strongest force on any atom = 5.66 eV/A



Density functional theory data (ωB97M-V/def2-TZVPD) for a cluster of 2 separate species, C4H15N2 in total in a non-equilibrium geometry.

```
21
Properties=species:S:1:pos:R:3:mulliken_charge:R:1
C -2.124 -0.476 1.689 -0.5904
N -1.101 -1.520 1.857 -0.5609
H -1.802 0.314 0.991 0.1390
H -2.364 -0.003 2.650 0.3101
H -3.035 -0.924 1.280 0.3104
H -0.856 -1.935 0.964 0.2519
H -0.238 -1.130 2.261 0.2650
C -0.315 0.280 -1.742 -1.1248
C 1.089 0.623 -1.161 0.2109
C 1.074 1.607 -0.036 -1.1743
N 1.625 -0.686 -0.580 -0.2692
H -0.213 -0.521 -2.487 0.4174
H -0.921 -0.134 -0.920 0.2476
H -0.866 1.115 -2.174 0.3475
H 1.786 0.908 -1.937 0.3065
H 0.332 1.243 0.677 0.2624
H 0.713 2.597 -0.403 0.3458
H 2.036 1.717 0.486 0.4094
H 1.594 -1.417 -1.352 0.4029
H 2.566 -0.621 -0.248 0.3753
H 1.020 -1.036 0.185 0.1173
```

Properties
gap between HOMO and LUMO = 9.3 eV
electronic energy = -270.647241 a.u.
total charge = +1
HOMO = -12.98 eV
strongest force on any atom = 2.59 eV/A



Number 2 is which compound?
C8H5FN2



Repeat the first record exactly.
Density functional theory data (ωB97M-V/def2-TZVPD) for the molecule C2H9N2O2P in a non-equilibrium geometry.

```
16
Properties=species:S:1:pos:R:3:mulliken_charge:R:1
C 1.589 -0.868 0.823 -1.0918
C 1.081 -0.401 -0.558 -0.4260
N -0.153 0.391 -0.394 0.1967
N 0.189 1.787 0.030 -0.6667
P -1.362 -0.472 0.519 0.2057
O -2.451 0.787 0.498 -0.5468
O -1.742 -1.362 -0.815 -0.4575
H 1.847 -0.071 1.465 0.3267
H 0.972 -1.605 1.361 0.3350
H 2.575 -1.265 0.729 0.3965
H 1.797 0.210 -1.114 0.3271
H 0.829 -1.216 -1.255 0.2328
H -0.608 2.179 0.529 0.2660
H 0.254 2.460 -0.711 0.2347
H -2.275 1.234 -0.334 0.3592
H -2.540 -1.790 -0.772 0.3084
```

Properties
gap between HOMO and LUMO = 9.1 eV
SMILES = CCN(N)P(O)O
electronic energy = -682.933511 a.u.
HOMO = -8.25 eV
strongest force on any atom = 3.61 eV/A



Which formula does entry 1 have?
C2H9N2O2P



What is the formula in the third record?
C4H15N2